1.
Entry from OMol25: the ion C7H9FIN2O2S with charge +1 in a non-equilibrium geometry (ωB97M-V/def2-TZVPD).

The geometry in ORCA input format:
```
! RIJCOSX wB97M-V def2-TZVPD def2/J DEFGRID3
* xyz 1 1
C -0.1945 3.2029 -0.3940
N 0.1455 1.9451 0.2476
C 1.3340 1.5790 0.6101
C 1.6912 0.3655 1.3044
C 1.0321 -0.8072 1.1747
I 1.3153 -2.5557 2.1925
C -0.1652 -1.1262 -0.0731
S 0.1929 -2.5160 -1.2010
N -1.1334 -3.5328 -0.7525
O 0.1518 -1.9445 -2.5120
O 1.3805 -3.1802 -0.7319
C -1.0220 -0.1512 -0.3036
F -1.9916 -0.2918 -1.1940
C -1.0460 1.0732 0.5452
H -1.2070 3.2408 -0.8188
H 0.4889 3.1936 -1.3279
H 0.1191 4.1028 0.1791
H 2.1243 2.2815 0.4119
H 2.4256 0.4220 2.0552
H -2.0239 -3.2678 -1.0799
H -0.9128 -4.5528 -0.6606
H -1.8188 1.8337 0.6557
H -0.8861 0.6861 1.6730
*
```

- Orbital gap (alpha / beta): 7.77 / 7.77 eV
- HOMO (alpha / beta): -12.9 / -12.9 eV
- Calculated total energy: -36122.7630 eV

Here are the natural (NBO) charges for atoms 1 to 2, given in e: -0.46, -0.24



2.
Entry from OMol25: an isolated molecule of C4H8N2 in a non-equilibrium geometry (ωB97M-V/def2-TZVPD).

The geometry in ORCA input format:
```
! RIJCOSX wB97M-V def2-TZVPD def2/J DEFGRID3
* xyz 0 1
C -0.7585 1.4625 -0.1654
N 0.0471 0.3689 0.3561
C -0.7506 -0.7436 0.8465
C 0.8905 -0.1904 -0.6784
C 1.9519 -1.0377 -0.1044
N 2.7412 -1.7593 0.3353
H -1.3903 1.1770 -1.0278
H -0.1119 2.2916 -0.4775
H -1.4110 1.8299 0.6325
H -0.1108 -1.4054 1.4418
H -1.1205 -1.3350 -0.0229
H -1.5836 -0.3953 1.4637
H 1.3422 0.5989 -1.2884
H 0.2642 -0.8623 -1.3112
*
```

- ΔE to the lowest compared entry with this formula, charge and spin: 21.93 kcal/mol
- Orbital gap: 10.34 eV
- HOMO: -9.5 eV
- Calculated total energy: -7256.9246 eV

Here are the natural (NBO) charges for atoms 1 to 2, given in e: -0.42, -0.41



3.
Entry from OMol25: a structure of composition C56H65I2N9O3Sr in a non-equilibrium geometry (ωB97M-V/def2-TZVPD).

The geometry in ORCA input format:
```
! RIJCOSX wB97M-V def2-TZVPD def2/J DEFGRID3
* xyz 0 1
Sr 0.1187 -0.0720 0.2527
I -2.2548 -2.0511 2.9382
C -0.8068 -1.1304 4.3896
I 0.0804 0.8307 3.9078
H 0.0098 -1.8381 4.4875
H -1.3270 -1.0143 5.3342
C -0.4317 0.8506 -5.2083
C -0.8653 -0.4064 -4.4433
C -0.8718 -1.6068 -5.3909
C -2.2076 -0.2369 -3.7673
C -3.2772 0.2671 -4.4866
C -4.5031 0.4847 -3.8868
C -4.6504 0.2282 -2.5366
C -3.6153 -0.3105 -1.7905
C -3.8106 -0.6219 -0.3288
C -4.2789 0.6157 0.4396
C -4.7683 -1.7972 -0.1281
C -2.3813 -0.5728 -2.4074
N -1.3098 -1.0942 -1.6950
C -0.9156 -2.3387 -1.9340
C 0.3685 -2.8110 -1.5413
N 1.2286 -2.0418 -0.8843
C 2.5626 -2.4024 -0.7680
C 3.4154 -2.2791 -1.8861
C 4.7672 -2.5456 -1.7478
C 5.2976 -2.9129 -0.5265
C 4.4647 -3.0275 0.5697
C 3.1060 -2.7807 0.4734
C 2.2071 -3.0022 1.6668
C 1.8901 -4.4958 1.8090
C 2.8019 -2.4312 2.9537
C 2.8796 -1.8264 -3.2261
C 3.7288 -0.6909 -3.8181
C 2.8113 -2.9832 -4.2252
C 0.4954 -4.2026 -1.9671
C 1.4676 -5.1740 -1.8933
C 1.2139 -6.4301 -2.4810
C 0.0382 -6.7312 -3.1229
C -0.9945 -5.7654 -3.1970
C -2.2786 -5.9121 -3.7747
C -3.1770 -4.8770 -3.7136
C -2.8758 -3.6293 -3.1292
C -1.6252 -3.4387 -2.5891
C -0.7220 -4.5313 -2.6150
H 0.6213 0.7733 -5.4816
H -0.5739 1.7493 -4.6088
H -1.0007 0.9640 -6.1293
H -0.1268 -0.6039 -3.6620
H -1.6539 -1.4978 -6.1393
H -1.0500 -2.5238 -4.8374
H 0.0875 -1.6932 -5.8984
H -3.1518 0.4942 -5.5362
H -5.3326 0.8559 -4.4727
H -5.5953 0.4322 -2.0563
H -2.8351 -0.9192 0.0732
H -5.3442 0.7873 0.3001
H -3.7337 1.4892 0.0882
H -4.0820 0.4880 1.5033
H -5.7442 -1.5896 -0.5640
H -4.8961 -1.9935 0.9350
H -4.3579 -2.6895 -0.5957
H 5.4161 -2.4608 -2.6080
H 6.3524 -3.1211 -0.4309
H 4.8906 -3.3211 1.5153
H 1.2519 -2.4854 1.4754
H 2.7914 -5.0603 2.0378
H 1.4720 -4.8803 0.8806
H 1.1681 -4.6602 2.6078
H 3.6945 -2.9715 3.2607
H 2.0815 -2.5067 3.7665
H 3.0571 -1.3817 2.8167
H 1.8598 -1.4617 -3.0662
H 4.6018 -1.0933 -4.3289
H 4.0752 -0.0052 -3.0442
H 3.1528 -0.1273 -4.5516
H 3.7904 -3.4451 -4.3368
H 2.4804 -2.6205 -5.1967
H 2.1090 -3.7378 -3.8860
H 2.4154 -4.9910 -1.4067
H 1.9895 -7.1814 -2.4166
H -0.1074 -7.7069 -3.5645
H -2.5476 -6.8441 -4.2515
H -4.1635 -5.0129 -4.1356
H -3.6245 -2.8509 -3.1263
C 0.8844 4.5357 1.4629
O 1.2493 4.0015 0.1957
C 0.8133 2.7617 -0.0758
O 0.0571 2.1402 0.6363
N 1.3464 2.3119 -1.2214
N 0.8945 1.0999 -1.7327
H 1.1660 5.5854 1.4348
H 1.4242 4.0210 2.2593
H -0.1874 4.4285 1.6337
H 1.7648 3.0119 -1.8251
H 1.6062 0.6544 -2.3014
H 0.0367 1.2294 -2.2726
N 7.9409 1.2776 0.4001
C 9.1509 1.7080 0.8669
C 10.4298 1.6704 0.3376
C 11.4353 2.2325 1.0994
C 11.1807 2.7949 2.3526
C 9.9111 2.8281 2.8900
C 8.8733 2.2877 2.1322
N 7.5382 2.1985 2.3926
C 7.0001 1.5956 1.3556
C 5.5970 1.3227 1.2086
C 5.0359 0.7550 0.0549
C 3.6737 0.5678 -0.0029
N 2.8317 0.9050 0.9685
C 3.3621 1.4357 2.0707
C 4.7093 1.6478 2.2464
H 7.7714 0.7888 -0.4601
H 10.6342 1.2211 -0.6235
H 12.4455 2.2365 0.7191
H 12.0073 3.2101 2.9120
H 9.7163 3.2520 3.8626
H 5.6404 0.4609 -0.7889
H 3.2263 0.1100 -0.8701
H 2.6598 1.6996 2.8500
H 5.0974 2.0615 3.1608
N -1.4748 2.4818 -2.1778
C -2.4259 3.1094 -2.3371
N -3.5151 3.7962 -2.5372
C -3.9116 4.8343 -1.6024
C -5.4275 5.0189 -1.7022
O -5.8154 5.3076 -3.0247
C -5.4655 4.2592 -3.8986
C -3.9558 4.0180 -3.9041
H -3.4171 5.7831 -1.8572
H -3.6265 4.5437 -0.5906
H -5.7473 5.8683 -1.0972
H -5.9341 4.1108 -1.3456
H -5.8023 4.5616 -4.8915
H -5.9813 3.3339 -3.6071
H -3.4479 4.8964 -4.3272
H -3.7140 3.1359 -4.4976
*
```

- ΔE to the lowest compared entry with this formula, charge and spin: 49.78 kcal/mol
- Orbital gap: 2.80 eV
- HOMO: -4.0 eV
- Calculated total energy: -95719.4232 eV

Here are the Mulliken charges for atoms 1 to 2, given in e: 1.99, 0.10



4.
Entry from OMol25: a cluster of 2 separate species, C2H3ClN in total in a non-equilibrium geometry (ωB97M-V/def2-TZVPD).

The geometry in ORCA input format:
```
! RIJCOSX wB97M-V def2-TZVPD def2/J DEFGRID3
* xyz 1 1
C -0.1549 0.8136 0.2679
C 1.9357 0.6324 0.8229
N -0.9965 -0.2766 -0.0815
Cl 2.9197 0.3288 -0.3360
H -1.0441 -0.1805 -1.1169
H -1.9505 -0.0775 0.2813
H -0.7095 -1.2402 0.1623
*
```

- ΔE to the lowest compared entry with this formula, charge and spin: 161.11 kcal/mol
- Orbital gap (alpha / beta): 7.41 / 7.40 eV
- HOMO (alpha / beta): -13.5 / -13.2 eV
- Calculated total energy: -16118.3378 eV

Here are the natural (NBO) charges for atoms 1 to 2, given in e: 0.14, 0.06



5.
Entry from OMol25: a cluster of 9 separate species, C6H30NO9 in total in a non-equilibrium geometry (ωB97M-V/def2-TZVPD).

The geometry in ORCA input format:
```
! RIJCOSX wB97M-V def2-TZVPD def2/J DEFGRID3
* xyz -1 1
C -0.5350 -2.4383 -0.1958
O -0.8069 -2.3348 1.1844
C -1.2603 -1.4136 -1.0951
C -0.5187 -0.1071 -1.4499
C 0.6834 -0.3905 -2.3995
C 0.2955 -1.2187 -3.6171
C 1.2184 0.9757 -2.8287
N -2.5770 -1.0058 -0.5653
H -0.7196 -3.4842 -0.4657
H 0.5498 -2.2424 -0.3046
H -1.5866 -1.8867 -2.0232
H -0.0932 0.3798 -0.5782
H -1.2878 0.2904 -2.1037
H 1.4091 -1.0479 -1.9127
H -0.5550 -0.7598 -4.1431
H 0.0025 -2.2557 -3.4447
H 1.0469 -1.3130 -4.4078
H 1.4421 1.6056 -1.9665
H 2.2453 0.8561 -3.1916
H 0.5138 1.4492 -3.5070
H -3.1291 -1.7859 -0.2293
H -2.5101 -0.4031 0.2378
H 1.1356 1.8879 2.8266
H 0.0648 0.9402 2.0467
O 0.5225 1.8314 2.0633
H -3.2785 1.6655 -0.9362
H -3.5189 2.8346 -0.0540
O -3.6234 2.5746 -0.9753
H -2.2405 1.3167 1.7334
H -1.6374 2.6842 1.4269
O -2.4896 2.2774 1.6741
H -1.0963 -1.3979 1.6756
H -1.7817 -0.1982 3.0503
O -1.2475 -0.1470 2.2503
H 2.9048 2.9101 0.4475
H 1.6559 2.1260 0.8450
O 2.4418 2.0961 0.2368
H 0.9054 -2.0303 2.3844
H 0.2386 -0.7406 2.9341
O 0.9395 -1.4093 3.1053
H 2.1881 -1.5585 1.0410
H 2.6411 -0.1953 0.5810
O 2.9675 -1.0804 0.7973
H 3.3866 1.0723 2.7976
H 2.3800 0.0668 3.5530
O 2.7144 1.0043 3.5026
*
```

- ΔE to the lowest compared entry with this formula, charge and spin: 39.41 kcal/mol
- Orbital gap: 8.93 eV
- HOMO: -6.0 eV
- Calculated total energy: -26628.8834 eV

Here are the natural (NBO) charges for atoms 1 to 2, given in e: -0.07, -0.86



6.
Entry from OMol25: a structure of composition C27H22BaO6P (ωB97M-V/def2-TZVPD).

The geometry in ORCA input format:
```
! RIJCOSX wB97M-V def2-TZVPD def2/J DEFGRID3
* xyz -1 1
Ba 2.1559 -2.0164 -0.8456
O 4.9643 -1.3991 -1.2108
C 4.6669 -1.3746 -0.0074
O 4.2120 -2.3777 0.6342
C 4.6030 -0.0095 0.7139
C 3.7401 -0.0960 1.9766
C 3.9208 1.1586 2.8457
C 3.0507 2.1883 2.0902
C 2.6520 1.3736 0.8582
O 2.4127 0.0713 1.4311
C 3.8777 1.1638 -0.0544
C 3.4250 1.0040 -1.5369
O 4.0303 1.6319 -2.3973
O 2.3591 0.3068 -1.6992
H 5.6371 0.2616 0.9404
H 3.8086 -1.0470 2.4913
H 4.9699 1.4483 2.9124
H 3.5517 0.9891 3.8577
H 3.5835 3.1006 1.8230
H 2.1656 2.4576 2.6681
H 1.7580 1.7100 0.3400
H 4.5071 2.0538 -0.0581
O 0.2702 -3.6278 -1.4709
C -0.2845 -3.2963 -0.3967
C -1.7773 -3.1432 -0.4827
C -2.6744 -4.2095 -0.4847
C -4.0391 -3.9734 -0.4737
C -4.5265 -2.6696 -0.4721
C -3.6369 -1.6071 -0.4758
C -2.2624 -1.8335 -0.4675
P -1.0516 -0.4362 -0.4349
C -1.7346 0.4554 1.0189
C -2.0565 1.8062 1.0982
C -2.4541 2.3743 2.3034
C -2.5235 1.6059 3.4534
C -2.1936 0.2576 3.3892
C -1.8017 -0.3088 2.1889
C -1.5294 0.4644 -1.9548
C -1.1701 1.7952 -2.1705
C -1.4009 2.4087 -3.3924
C -1.9677 1.6957 -4.4378
C -2.2849 0.3586 -4.2528
C -2.0666 -0.2521 -3.0271
H -2.2959 -5.2252 -0.4938
H -4.7298 -4.8087 -0.4695
H -5.5935 -2.4843 -0.4663
H -4.0111 -0.5888 -0.4789
H -2.0284 2.4350 0.2201
H -2.7092 3.4266 2.3342
H -2.8295 2.0504 4.3921
H -2.2365 -0.3577 4.2793
H -1.5379 -1.3600 2.1565
H -0.6490 2.3544 -1.4052
H -1.1066 3.4413 -3.5311
H -2.1361 2.1715 -5.3955
H -2.7013 -0.2210 -5.0674
H -2.3211 -1.2968 -2.9053
*
```

- Orbital gap: 6.78 eV
- HOMO: -4.2 eV
- Calculated total energy: -50627.3492 eV

Here are the Mulliken charges for atoms 1 to 2, given in e: 1.68, -0.63



7.
Entry from OMol25: the ion C4H10N2O with charge -1 in a non-equilibrium geometry (ωB97M-V/def2-TZVPD).

The geometry in ORCA input format:
```
! RIJCOSX wB97M-V def2-TZVPD def2/J DEFGRID3
* xyz -1 2
C -0.1993 -0.5405 0.3654
C -1.5191 0.2955 0.3351
C -1.9146 0.4917 -1.0830
O -2.9079 -0.0069 -1.5888
N 0.8755 0.2899 -0.1882
C 2.0720 0.3754 0.5872
N 2.7560 -0.8683 1.1485
H -0.4083 -1.4321 -0.2473
H 0.0564 -0.9175 1.3552
H -2.3687 -0.1157 0.8923
H -1.3062 1.2536 0.8257
H -1.2556 1.2298 -1.5416
H 1.0830 -0.0680 -1.1269
H 2.9157 0.9416 0.1037
H 1.7475 0.9446 1.4494
H 3.6202 -0.9803 0.6411
H 2.7872 -0.5223 2.0977
*
```

- ΔE to the lowest compared entry with this formula, charge and spin: 34.28 kcal/mol
- Orbital gap (alpha / beta): 2.83 / 9.40 eV
- HOMO (alpha / beta): 1.1 / -5.5 eV
- Expectation value of S²: 0.751
- Calculated total energy: -9335.3550 eV

Here are the natural (NBO) charges for atoms 1 to 2, given in e: -0.28, -0.56



8.
Entry from OMol25: a structure of composition C19H66F2HgNO18S2 in a non-equilibrium geometry (ωB97M-V/def2-TZVPD).

The geometry in ORCA input format:
```
! RIJCOSX wB97M-V def2-TZVPD def2/J DEFGRID3
* xyz 1 1
Hg 2.8422 -0.8670 1.8262
N 1.1839 0.0497 0.7858
S 0.9888 1.3609 -0.0571
O 0.8133 2.5917 0.6432
O 0.4235 1.1684 -1.3574
F 2.5698 1.4991 -0.3573
S -0.4861 -0.3074 0.8758
O -0.8540 -1.2387 -0.1655
O -1.3994 0.6969 1.3077
F -0.4514 -1.2423 2.1727
C -1.0020 4.0865 -2.0019
O -1.0987 5.4876 -1.9477
H -1.9723 3.5828 -2.0053
H -0.5338 3.8275 -2.9601
H -0.4048 3.6941 -1.1748
H -0.4315 5.8556 -1.3528
C -3.9834 -2.0359 1.9480
O -5.0093 -2.5550 1.1113
H -3.4403 -2.9106 2.3292
H -3.1603 -1.6287 1.3548
H -4.4115 -1.4960 2.7913
H -5.3032 -1.7877 0.5827
C -2.2437 -2.2284 4.9352
O -2.7436 -2.2368 6.2670
H -2.7649 -1.5034 4.3116
H -1.1784 -2.0075 4.9456
H -2.3702 -3.2352 4.5288
H -3.6457 -2.5663 6.2599
O 1.7813 -2.9243 1.9463
H 1.3189 -3.4645 1.2625
H 2.0434 -3.5502 2.6357
O -0.9670 -0.5404 -3.5161
H -1.5887 0.1413 -3.7937
H -0.4793 -0.1432 -2.7840
O 4.4807 0.6339 1.9103
H 4.7857 0.9965 1.0314
H 5.1968 0.8110 2.5388
C -0.1002 3.8838 4.4584
C 0.0764 2.3900 4.2891
O 0.9004 1.8793 5.3178
H -0.7359 4.0880 5.3246
H -0.5754 4.3653 3.5997
H 0.8386 4.4185 4.6053
H 0.5777 2.2701 3.3234
H -0.8826 1.8715 4.2022
H 0.4417 1.8634 6.1622
C -2.9617 -2.8785 -1.8750
C -4.0497 -3.7947 -2.3786
O -3.8219 -5.1470 -2.0025
H -1.9565 -3.1312 -2.2117
H -2.8491 -2.8927 -0.7850
H -3.1925 -1.8479 -2.1441
H -4.0830 -3.7419 -3.4699
H -5.0462 -3.4387 -2.0978
H -4.0995 -5.2273 -1.0835
C 1.3067 -2.8421 -1.8596
C 2.4651 -2.9009 -2.8495
O 3.6268 -2.3623 -2.2214
H 0.3451 -2.8072 -2.3680
H 1.4361 -1.9754 -1.2160
H 1.2703 -3.7349 -1.2297
H 2.2210 -2.3169 -3.7442
H 2.6472 -3.9255 -3.1894
H 4.3330 -2.3673 -2.8761
C -4.3438 0.6371 -0.6713
C -5.8153 0.4800 -1.0531
O -6.4055 -0.6188 -0.3495
H -3.7409 -0.2092 -0.9919
H -4.3223 0.7037 0.4188
H -3.9917 1.5806 -1.0848
H -5.9003 0.3543 -2.1372
H -6.3902 1.3772 -0.8078
H -7.2322 -0.8270 -0.7947
C 2.3983 6.2255 0.3506
C 1.2166 5.9601 1.2535
O -0.0057 6.1381 0.5326
H 3.2759 6.1387 0.9985
H 2.4457 7.2057 -0.1151
H 2.4569 5.4155 -0.3782
H 1.2672 6.5839 2.1539
H 1.2269 4.9446 1.6639
H -0.7233 6.2009 1.1699
C -1.7410 -5.1246 1.7967
C -0.9643 -4.6771 0.5664
O 0.4330 -5.0130 0.7426
H -1.6855 -6.2170 1.8737
H -2.8141 -4.9809 1.6460
H -1.3894 -4.6984 2.7325
H -0.9757 -3.5857 0.5329
H -1.3693 -5.0883 -0.3574
H 0.4910 -5.9751 0.7306
C 6.9693 1.3101 -2.3255
C 6.2640 0.6037 -1.1578
O 5.3091 1.4980 -0.5779
H 7.3093 2.2633 -1.9246
H 6.3083 1.4532 -3.1763
H 7.8554 0.7420 -2.6115
H 6.9814 0.4403 -0.3483
H 5.8385 -0.3788 -1.3843
H 4.5365 1.5807 -1.1650
C 1.7119 1.2021 -4.2174
C 3.0347 0.9660 -3.4966
O 3.4194 2.1590 -2.8226
H 1.1312 0.3128 -4.4713
H 1.9212 1.7036 -5.1662
H 1.0524 1.8313 -3.6197
H 3.7701 0.6573 -4.2455
H 2.8958 0.1688 -2.7644
H 3.6536 2.8443 -3.4564
*
```

- Orbital gap: 4.71 eV
- HOMO: -11.1 eV
- Calculated total energy: -90386.2162 eV

Here are the Mulliken charges for atoms 1 to 2, given in e: 1.53, 0.69



9.
Entry from OMol25: an isolated molecule of C3H6N2S in a non-equilibrium geometry (ωB97M-V/def2-TZVPD).

The geometry in ORCA input format:
```
! RIJCOSX wB97M-V def2-TZVPD def2/J DEFGRID3
* xyz 0 1
S -2.7988 -0.6477 -0.2192
C -1.8349 0.6806 0.0952
N -0.5085 0.8493 -0.2294
N 0.2737 -0.1051 -0.7485
C 0.7184 -1.2913 0.1323
C 1.5342 -0.1015 -0.0362
H -2.2561 1.6055 0.6000
H -0.1521 1.8661 -0.2841
H 0.8698 -2.1796 -0.4479
H 0.1460 -1.2818 1.1156
H 1.5944 0.6357 0.7740
H 2.4138 -0.0302 -0.7518
*
```

- ΔE to the lowest compared entry with this formula, charge and spin: 78.13 kcal/mol
- Orbital gap: 8.98 eV
- HOMO: -8.3 eV
- Calculated total energy: -17020.6528 eV

Here are the natural (NBO) charges for atoms 1 to 2, given in e: -0.17, -0.10